This record from OMol25 describes C48H42N8OP2S3Sr as an isolated structure in a non-equilibrium geometry. The level of theory is ωB97M-V with the def2-TZVPD basis set.

Last column: Mulliken charge in e.
CARTESIAN COORDINATES (ANGSTROEM)
Sr (0.728, 1.098, 1.323)  1.942
N (-2.142, 3.212, 4.529)  -0.545
C (-1.385, 2.324, 3.799)  0.581
S (-1.764, 2.310, 2.105)  -0.467
N (-0.523, 1.638, 4.479)  -1.440
N (0.320, 0.830, 3.768)  0.735
C (0.891, -0.043, 4.527)  -1.371
C (1.850, -1.046, 4.168)  0.902
C (2.398, -1.773, 5.231)  -0.751
C (3.291, -2.804, 5.032)  -0.945
C (3.648, -3.139, 3.729)  -0.510
C (3.124, -2.456, 2.656)  -0.746
C (2.207, -1.392, 2.827)  0.234
O (1.711, -0.780, 1.811)  0.051
H (-3.030, 3.451, 4.123)  0.241
H (-2.137, 3.040, 5.524)  0.261
H (0.601, -0.041, 5.581)  0.160
H (2.103, -1.510, 6.239)  0.378
H (3.701, -3.343, 5.873)  0.395
H (4.340, -3.952, 3.554)  0.421
H (3.378, -2.740, 1.641)  0.310
S (7.097, 6.240, 1.446)  0.136
N (7.040, 4.641, 1.214)  -0.700
C (5.763, 4.290, 1.174)  1.013
C (5.260, 2.962, 0.973)  0.212
C (6.096, 1.858, 0.783)  -0.704
C (5.517, 0.623, 0.584)  -1.126
C (4.123, 0.531, 0.575)  -0.512
N (3.328, 1.564, 0.748)  0.742
C (3.865, 2.767, 0.957)  -1.059
C (2.953, 3.889, 1.166)  -0.318
N (1.643, 3.634, 1.184)  1.184
C (0.801, 4.630, 1.351)  -0.382
C (1.201, 5.958, 1.506)  -1.248
C (2.548, 6.247, 1.505)  -0.759
C (3.454, 5.194, 1.335)  0.126
C (4.877, 5.386, 1.342)  1.100
N (5.508, 6.540, 1.503)  -0.695
H (7.167, 1.994, 0.801)  0.532
H (6.114, -0.265, 0.443)  0.460
H (3.618, -0.418, 0.449)  0.644
H (-0.247, 4.351, 1.381)  0.368
H (0.456, 6.728, 1.639)  0.499
H (2.921, 7.253, 1.636)  0.540
C (-2.509, -4.207, -5.973)  -0.789
S (-3.115, -5.107, -4.533)  -0.120
C (-2.021, -4.449, -3.247)  -0.981
C (-2.294, -3.005, -2.857)  0.479
C (-1.333, -2.577, -1.751)  -1.793
N (-1.450, -1.176, -1.316)  1.102
P (-0.076, -0.232, -1.746)  0.390
C (-0.165, -0.258, -3.572)  0.458
C (0.857, -0.878, -4.276)  -0.345
C (0.843, -0.891, -5.664)  -0.713
C (-0.186, -0.270, -6.349)  -0.530
C (-1.208, 0.359, -5.651)  -0.717
C (-1.199, 0.363, -4.271)  -0.447
C (-0.571, 1.526, -1.570)  0.659
C (-1.848, 2.052, -1.407)  -0.113
C (-2.052, 3.419, -1.476)  -0.666
C (-0.991, 4.273, -1.723)  -0.694
C (0.286, 3.760, -1.887)  -0.734
C (0.493, 2.396, -1.801)  -0.488
P (-2.317, -0.798, 0.110)  0.540
C (-3.881, -1.670, -0.252)  0.226
C (-4.831, -0.998, -1.022)  -0.387
C (-5.997, -1.632, -1.409)  -0.682
C (-6.233, -2.942, -1.020)  -0.568
C (-5.311, -3.605, -0.232)  -0.832
C (-4.142, -2.972, 0.155)  -0.293
C (-1.664, -1.867, 1.430)  1.046
C (-2.222, -1.636, 2.688)  -0.713
C (-1.829, -2.391, 3.777)  -0.905
C (-0.860, -3.371, 3.626)  -0.625
C (-0.273, -3.580, 2.389)  -0.781
C (-0.665, -2.826, 1.297)  0.293
H (-3.058, -4.574, -6.837)  0.384
H (-1.447, -4.394, -6.126)  0.250
H (-2.678, -3.140, -5.881)  0.205
H (-0.985, -4.578, -3.572)  0.391
H (-2.166, -5.102, -2.386)  0.377
H (-3.322, -2.916, -2.509)  -0.155
H (-2.188, -2.350, -3.717)  -0.065
H (-0.295, -2.773, -2.065)  0.676
H (-1.506, -3.221, -0.883)  0.368
H (1.668, -1.351, -3.737)  0.445
H (1.641, -1.379, -6.206)  0.450
H (-0.197, -0.271, -7.430)  0.396
H (-2.010, 0.847, -6.188)  0.424
H (-1.994, 0.856, -3.726)  0.349
H (-2.679, 1.397, -1.189)  0.161
H (-3.045, 3.818, -1.320)  0.452
H (-1.157, 5.338, -1.780)  0.411
H (1.122, 4.421, -2.068)  0.406
H (1.497, 1.999, -1.915)  0.312
H (-4.647, 0.025, -1.326)  0.330
H (-6.723, -1.107, -2.015)  0.436
H (-7.141, -3.443, -1.325)  0.392
H (-5.499, -4.622, 0.083)  0.434
H (-3.425, -3.493, 0.772)  0.393
H (-2.955, -0.846, 2.811)  0.389
H (-2.264, -2.198, 4.749)  0.381
H (-0.537, -3.952, 4.479)  0.334
H (0.514, -4.313, 2.281)  0.352
H (-0.172, -2.976, 0.344)  0.156

Computed properties:
multiplicity	1
molecular weight	992.7	g mol⁻¹
gap between HOMO and LUMO	0.2137	Ha
relative energy (zero: lowest compared OMol25 entry of this formula, charge and spin)	97.5	kJ/mol
LUMO level	-0.8	eV
E_tot	-116349.9730	eV
charge	0

***

This record from OMol25 describes C48H42O5P2PdS as an isolated structure. The level of theory is ωB97M-V with the def2-TZVPD basis set.

Last column: Mulliken charge in e.
CARTESIAN COORDINATES (ANGSTROEM)
Pd (0.090, -0.154, 0.465)  -0.038
C (2.725, -0.857, 2.977)  -0.533
C (1.544, -0.158, 3.645)  -1.486
P (0.012, -0.025, 2.660)  2.343
C (-0.709, 1.486, 3.337)  0.475
C (-0.605, 2.699, 2.674)  -0.915
C (-1.098, 3.855, 3.267)  -0.587
C (-1.697, 3.799, 4.514)  -0.703
C (-1.790, 2.586, 5.188)  -0.805
C (-1.295, 1.432, 4.606)  -0.471
C (-1.061, -1.383, 3.126)  0.241
C (-2.436, -1.248, 2.953)  -0.361
C (-3.269, -2.325, 3.204)  -0.703
C (-2.732, -3.537, 3.612)  -0.577
C (-1.361, -3.681, 3.767)  -0.708
C (-0.523, -2.606, 3.518)  -0.595
C (3.309, 0.039, 1.880)  -1.079
P (2.343, -0.173, 0.349)  1.806
C (2.890, -1.810, -0.210)  0.397
C (2.026, -2.897, -0.170)  -0.170
C (2.467, -4.152, -0.572)  -0.583
C (3.768, -4.324, -1.014)  -0.703
C (4.642, -3.242, -1.044)  -1.022
C (4.206, -1.991, -0.643)  -0.233
C (3.003, 1.030, -0.818)  0.992
C (3.168, 2.353, -0.411)  -0.799
C (3.600, 3.311, -1.314)  -0.838
C (3.856, 2.955, -2.631)  -0.604
C (3.682, 1.643, -3.044)  -0.707
C (3.253, 0.680, -2.142)  -0.461
H (2.418, -1.814, 2.544)  0.166
H (3.484, -1.093, 3.724)  0.543
H (1.808, 0.876, 3.878)  0.732
H (1.275, -0.636, 4.591)  0.569
H (-0.160, 2.737, 1.687)  0.414
H (-1.036, 4.792, 2.730)  0.551
H (-2.102, 4.698, 4.959)  0.415
H (-2.258, 2.540, 6.162)  0.440
H (-1.383, 0.488, 5.129)  0.427
H (-2.851, -0.311, 2.603)  0.380
H (-4.336, -2.221, 3.063)  0.424
H (-3.385, -4.379, 3.799)  0.384
H (-0.942, -4.632, 4.070)  0.436
H (0.548, -2.732, 3.622)  0.222
H (4.347, -0.210, 1.650)  0.572
H (3.280, 1.084, 2.192)  0.670
H (0.997, -2.769, 0.156)  -0.136
H (1.777, -4.985, -0.559)  0.521
H (4.103, -5.297, -1.347)  0.429
H (5.660, -3.372, -1.389)  0.438
H (4.889, -1.150, -0.685)  0.461
H (2.943, 2.649, 0.606)  0.201
H (3.726, 4.336, -0.991)  0.442
H (4.190, 3.704, -3.337)  0.397
H (3.879, 1.364, -4.071)  0.467
H (3.128, -0.344, -2.460)  0.287
O (0.138, -0.696, -1.656)  1.262
C (-0.698, -1.839, -2.072)  3.068
C (-1.400, -2.438, -0.821)  -1.287
O (-1.965, -3.520, -0.934)  -0.743
O (-1.373, -1.737, 0.236)  -0.426
C (-1.734, -1.308, -3.070)  -0.341
C (-1.331, -0.415, -4.061)  0.275
C (-2.243, 0.109, -4.961)  -1.144
C (-3.576, -0.268, -4.894)  -0.563
C (-3.979, -1.175, -3.927)  -0.947
C (-3.068, -1.694, -3.019)  -0.407
C (0.245, -2.804, -2.803)  -0.148
C (1.353, -2.289, -3.470)  0.540
C (2.234, -3.111, -4.154)  -0.966
C (2.013, -4.480, -4.200)  -0.588
C (0.894, -4.999, -3.568)  -0.793
C (0.014, -4.175, -2.877)  -0.646
H (-0.272, 0.125, -1.998)  -0.520
H (-0.292, -0.121, -4.144)  0.220
H (-1.909, 0.811, -5.714)  0.432
H (-4.295, 0.145, -5.590)  0.405
H (-5.016, -1.479, -3.868)  0.429
H (-3.391, -2.403, -2.270)  0.591
H (1.530, -1.223, -3.454)  0.099
H (3.091, -2.681, -4.658)  0.436
H (2.695, -5.129, -4.734)  0.426
H (0.697, -6.063, -3.606)  0.420
H (-0.853, -4.587, -2.386)  0.546
O (-3.700, 7.813, 0.884)  -0.500
C (-3.878, 6.639, 1.544)  0.576
O (-4.516, 6.625, 2.560)  -0.571
C (-3.251, 5.429, 0.938)  0.984
C (-3.742, 4.182, 1.316)  -0.806
C (-3.191, 3.025, 0.800)  -0.374
C (-2.109, 3.065, -0.087)  0.109
S (-1.407, 1.580, -0.703)  -0.788
C (-1.614, 4.323, -0.451)  -0.718
C (-2.184, 5.484, 0.044)  -0.928
H (-3.263, 7.642, 0.041)  0.329
H (-4.563, 4.141, 2.019)  0.439
H (-3.586, 2.058, 1.087)  0.419
H (-0.768, 4.374, -1.125)  0.493
H (-1.744, 6.433, -0.247)  0.282

Computed properties:
multiplicity	1
molecular weight	899.3	g mol⁻¹
gap between HOMO and LUMO	0.2302	Ha
relative energy (zero: lowest compared OMol25 entry of this formula, charge and spin)	79.4	kJ/mol
LUMO level	-0.9	eV
E_tot	-93590.3483	eV
charge	0

***

This record from OMol25 describes C48H43AlNO2P2 as an isolated structure in a non-equilibrium geometry. The level of theory is ωB97M-V with the def2-TZVPD basis set.

Last column: Mulliken charge in e.
CARTESIAN COORDINATES (ANGSTROEM)
Al (-3.836, -3.313, 3.870)  0.157
C (4.478, 4.496, -1.976)  -1.600
C (3.189, 3.836, -2.699)  1.816
C (2.836, 4.566, -4.069)  -1.857
C (3.436, 2.308, -2.975)  -0.569
C (4.526, 1.803, -3.250)  0.211
C (4.711, 0.379, -3.419)  -1.584
C (3.659, -0.439, -3.053)  0.218
C (2.425, 0.027, -2.648)  0.177
P (1.164, -1.003, -1.699)  0.096
C (1.983, -0.824, -0.093)  1.139
C (3.044, 0.133, 0.169)  -0.214
C (3.563, 0.303, 1.458)  -0.801
C (3.142, -0.346, 2.566)  -0.750
C (2.122, -1.346, 2.373)  -0.708
C (1.574, -1.465, 1.090)  -0.892
C (1.700, -2.688, -2.099)  -0.005
C (2.796, -3.545, -1.333)  -0.175
C (3.278, -4.729, -1.932)  -0.290
C (2.737, -5.119, -3.206)  -0.434
C (2.025, -4.206, -3.940)  -1.053
C (1.476, -3.117, -3.297)  0.395
C (2.253, 1.400, -2.608)  -0.088
O (1.032, 1.837, -2.443)  -0.358
C (0.909, 3.167, -1.927)  -0.119
C (-0.455, 3.294, -1.253)  -0.527
C (-0.521, 4.546, -0.432)  -0.069
C (0.347, 5.542, -0.641)  -0.985
C (1.587, 5.310, -1.351)  -0.403
C (1.941, 4.022, -1.902)  0.941
P (-1.621, 1.984, -1.463)  0.046
C (-1.530, 1.058, 0.120)  0.187
C (-0.851, 1.449, 1.290)  -0.398
C (-0.744, 0.540, 2.346)  -0.274
C (-1.531, -0.612, 2.363)  -0.502
C (-2.211, -0.951, 1.216)  0.113
C (-2.063, -0.194, 0.064)  -0.492
C (-3.141, 2.857, -1.400)  0.511
C (-4.203, 2.380, -0.638)  -0.084
C (-5.479, 2.852, -0.809)  -0.544
C (-5.721, 3.889, -1.646)  -0.525
C (-4.655, 4.425, -2.447)  -0.688
C (-3.372, 3.777, -2.394)  -0.614
H (4.190, 5.349, -1.530)  0.481
H (5.438, 4.627, -2.285)  0.510
H (4.782, 3.732, -0.885)  0.148
H (3.663, 4.896, -4.621)  0.501
H (2.280, 5.762, -3.897)  0.225
H (2.319, 3.896, -4.574)  0.659
H (5.504, 2.195, -3.435)  0.415
H (5.417, -0.359, -3.654)  0.390
H (3.904, -1.464, -3.191)  0.276
H (3.563, 0.443, -0.615)  0.350
H (4.078, 1.240, 1.385)  0.348
H (3.546, -0.188, 3.590)  0.302
H (1.760, -1.941, 3.171)  0.641
H (0.854, -2.206, 0.927)  0.799
H (3.183, -3.042, -0.406)  0.260
H (4.207, -5.280, -1.384)  0.214
H (3.299, -6.016, -3.551)  0.295
H (1.565, -4.344, -4.835)  0.505
H (0.819, -2.565, -3.951)  0.335
H (-1.392, 4.878, 0.184)  0.335
H (0.135, 6.637, -0.201)  0.163
H (2.185, 6.281, -1.401)  0.219
H (-0.223, 2.436, 1.263)  0.095
H (-0.084, 0.816, 3.184)  0.325
H (-1.568, -1.369, 3.136)  0.230
H (-2.685, -1.854, 1.139)  0.427
H (-2.524, -0.687, -0.815)  0.257
H (-4.002, 1.587, 0.092)  0.165
H (-6.243, 2.373, -0.206)  0.383
H (-6.569, 4.455, -1.927)  0.382
H (-4.799, 5.026, -3.358)  0.291
H (-2.787, 4.021, -3.143)  0.667
C (-5.490, -0.268, 2.723)  -0.395
O (-5.218, -1.501, 2.107)  -0.362
C (-5.271, -2.534, 3.130)  0.241
C (-6.632, -2.919, 3.442)  -1.338
H (-5.538, 0.589, 1.984)  -0.063
H (-4.698, -0.099, 3.460)  0.229
H (-6.476, -0.157, 3.204)  0.268
H (-7.263, -2.121, 3.880)  0.196
H (-6.708, -3.898, 3.954)  0.358
H (-7.185, -3.113, 2.450)  0.226
N (-2.391, -3.742, 4.569)  -0.416
C (-1.220, -4.450, 4.515)  0.126
C (-0.498, -4.556, 3.245)  0.256
C (0.616, -5.384, 3.041)  -0.712
C (1.248, -5.915, 4.174)  -0.217
C (0.666, -5.706, 5.368)  -0.460
C (-0.516, -4.963, 5.554)  -0.391
H (-0.793, -3.925, 2.387)  0.167
H (1.061, -5.394, 2.039)  0.379
H (2.253, -6.646, 3.961)  0.088
H (1.130, -6.141, 6.169)  0.432
H (-0.894, -4.774, 6.551)  0.389

Computed properties:
multiplicity	1
molecular weight	754.8	g mol⁻¹
gap between HOMO and LUMO	0.1717	Ha
relative energy (zero: lowest compared OMol25 entry of this formula, charge and spin)	0.0	kJ/mol
LUMO level	1.8	eV
E_tot	-81221.4547	eV
charge	-1

***

This record from OMol25 describes C48H43AsBNiO8S as an isolated structure. The level of theory is ωB97M-V with the def2-TZVPD basis set.

Last column: Mulliken charge in e.
CARTESIAN COORDINATES (ANGSTROEM)
Ni (-0.735, -1.313, 2.261)  0.165
O (-3.883, -1.728, 4.929)  -0.802
C (-2.886, -1.319, 4.338)  0.022
O (-2.157, -1.998, 3.520)  -0.591
C (-2.400, 0.102, 4.662)  -0.250
C (-0.929, 0.031, 5.093)  0.105
C (-0.504, 1.310, 5.820)  -1.168
C (-0.458, 2.332, 4.647)  -0.903
C (-0.815, 1.438, 3.456)  -0.104
O (-0.228, 0.168, 3.836)  -0.485
C (-2.325, 1.136, 3.482)  0.388
C (-2.860, 0.678, 2.126)  -0.970
O (-3.936, 1.151, 1.733)  -0.825
O (-2.133, -0.114, 1.432)  1.362
H (-3.033, 0.468, 5.465)  0.391
H (-0.645, -0.899, 5.575)  0.641
H (0.481, 1.177, 6.269)  0.331
H (-1.210, 1.584, 6.604)  0.380
H (0.531, 2.771, 4.525)  0.366
H (-1.180, 3.141, 4.757)  0.367
H (-0.407, 1.748, 2.500)  0.484
H (-2.896, 2.028, 3.724)  1.005
C (-4.201, 3.813, -3.571)  -0.595
C (-4.576, 3.243, -2.358)  -0.818
C (-3.609, 2.787, -1.473)  -0.174
C (-2.254, 2.921, -1.781)  0.525
C (-1.883, 3.487, -2.996)  -0.274
C (-2.854, 3.929, -3.890)  -0.712
As (-0.999, 2.195, -0.456)  1.146
C (0.650, 3.115, -0.941)  -0.487
C (1.539, 2.754, -1.946)  -0.123
C (2.782, 3.366, -2.033)  -0.614
C (3.146, 4.326, -1.093)  -0.868
C (2.261, 4.696, -0.090)  -0.560
C (1.003, 4.103, -0.017)  0.366
C (-0.068, 4.449, 0.946)  0.608
C (-0.019, 5.493, 1.864)  -0.711
C (-1.131, 5.781, 2.643)  -0.802
C (-2.294, 5.029, 2.501)  -0.781
C (-2.345, 3.974, 1.598)  -0.493
C (-1.230, 3.676, 0.824)  -0.039
H (-4.955, 4.164, -4.265)  0.362
H (-5.626, 3.143, -2.108)  0.440
H (-3.905, 2.301, -0.543)  0.292
H (-0.833, 3.587, -3.246)  0.301
H (-2.556, 4.368, -4.835)  0.408
H (1.254, 1.995, -2.668)  0.523
H (3.473, 3.085, -2.818)  0.419
H (4.126, 4.784, -1.142)  0.373
H (2.554, 5.446, 0.637)  0.392
H (0.878, 6.092, 1.965)  0.350
H (-1.095, 6.597, 3.355)  0.375
H (-3.163, 5.257, 3.106)  0.421
H (-3.241, 3.370, 1.526)  0.272
O (-1.327, -2.911, 0.970)  -0.627
S (-2.632, -2.622, 0.264)  0.318
C (-3.024, -4.185, -0.526)  0.157
C (-2.025, -5.129, -0.701)  -0.264
C (-2.344, -6.350, -1.278)  -0.748
C (-3.654, -6.623, -1.656)  -0.425
C (-4.649, -5.677, -1.452)  -0.741
C (-4.335, -4.452, -0.881)  -0.061
C (-2.145, -1.757, -1.235)  0.970
C (-0.862, -1.947, -1.720)  -0.316
C (-0.450, -1.238, -2.838)  -0.604
C (-1.322, -0.350, -3.457)  -0.601
C (-2.607, -0.170, -2.959)  -0.438
C (-3.021, -0.866, -1.832)  -0.479
H (-1.018, -4.908, -0.366)  0.371
H (-1.569, -7.093, -1.422)  0.390
H (-3.901, -7.580, -2.100)  0.374
H (-5.674, -5.898, -1.723)  0.385
H (-5.107, -3.706, -0.712)  0.433
H (-0.184, -2.621, -1.207)  0.181
H (0.556, -1.376, -3.218)  0.426
H (-0.997, 0.220, -4.319)  0.371
H (-3.274, 0.539, -3.433)  0.346
H (-4.010, -0.707, -1.410)  0.237
C (6.113, -3.491, -3.010)  -1.704
C (6.045, -3.218, -1.500)  2.042
C (7.261, -2.376, -1.085)  -1.597
C (6.118, -4.566, -0.775)  -2.005
C (4.767, -2.448, -1.143)  0.809
C (4.367, -1.364, -1.928)  -0.591
C (3.235, -0.599, -1.637)  -1.454
C (2.501, -0.943, -0.525)  1.033
O (1.370, -0.381, -0.014)  1.603
B (0.995, -1.124, 1.145)  -1.979
O (2.003, -2.140, 1.301)  0.069
C (2.888, -2.009, 0.267)  0.330
C (4.002, -2.773, -0.012)  -1.179
H (6.970, -4.134, -3.235)  0.451
H (6.230, -2.571, -3.585)  0.334
H (5.205, -3.993, -3.353)  0.375
H (8.194, -2.893, -1.340)  0.420
H (7.250, -2.194, -0.007)  0.360
H (7.253, -1.407, -1.591)  0.352
H (6.985, -5.128, -1.133)  0.442
H (5.222, -5.165, -0.960)  0.441
H (6.230, -4.439, 0.304)  0.316
H (4.954, -1.086, -2.797)  0.246
H (2.949, 0.235, -2.270)  0.390
H (4.246, -3.599, 0.644)  0.409

Computed properties:
multiplicity	3
molecular weight	924.4	g mol⁻¹
gap between HOMO and LUMO (alpha / beta)	0.2626 / 0.2921	Ha
relative energy (zero: lowest compared OMol25 entry of this formula, charge and spin)	100.1	kJ/mol
LUMO level (alpha / beta)	2.3 / 2.3	eV
E_tot	-180252.7377	eV
expectation value of S²	2.01
charge	-1